Model w:
A 2-piece molecular cluster, C3H6FN overall, computed with ωB97M-V/def2-TZVPD.

Structure (XYZ):
```
11
Properties=species:S:1:pos:R:3:lowdin_charge:R:1
C -0.5410 1.7006 -0.4772 -0.10
C -1.3569 0.7231 -0.5858 0.09
C 0.9613 -1.0951 0.1211 -0.16
N -0.3849 -1.3066 0.5022 -0.05
F -0.6567 -1.2013 1.8720 -0.10
H -0.5480 2.5877 -0.9765 0.02
H 0.3004 1.8012 0.1240 0.04
H -1.8570 -0.1922 -0.6684 0.02
H 0.9847 -0.1073 -0.4344 0.06
H 1.7137 -1.0219 1.0063 0.11
H 1.3844 -1.8881 -0.4834 0.07
```

## Properties
* frontier orbital gap (spin up / spin down): 7.92 / 10.08 eV
* 2S+1: 1
* HOMO energy (spin up / spin down): -8.00 / -9.61 eV

---

Model x:
One molecule with the formula C3H6FN, computed with ωB97M-V/def2-TZVPD.

Structure (XYZ):
```
11
Properties=species:S:1:pos:R:3:lowdin_charge:R:1
C 1.5227 -0.2054 0.3244 0.00
C 0.6687 -0.6221 -0.5979 -0.19
C -1.0832 0.7250 0.3513 -0.08
N -0.6832 -0.1714 -0.7046 -0.13
F -1.7036 -1.2649 -0.8739 -0.10
H 2.5623 -0.5457 0.2383 0.06
H 1.4005 0.5615 1.0864 0.06
H 0.9602 -1.2716 -1.4758 0.13
H -2.1409 0.8827 0.2096 0.09
H -0.8843 0.3339 1.3428 0.09
H -0.6191 1.5778 0.0994 0.06
```

## Properties
* SMILES: C=CN(C)F
* frontier orbital gap: 10.09 eV
* 2S+1: 1
* HOMO energy: -9.17 eV

---

Best to worst by energy: model x, model w.

---

Model w:
C5H8OS2 as an isolated structure, computed with ωB97M-V/def2-TZVPD.

Structure (XYZ):
```
16
Properties=species:S:1:pos:R:3:lowdin_charge:R:1
C -1.5243 1.5200 -0.8427 -0.46
C 0.2567 -0.3181 0.0911 -0.58
C 0.9466 0.9873 0.3440 -0.27
C 0.6222 -1.5508 0.6032 -0.19
C -0.3091 -2.6598 0.8746 -0.63
H -0.2600 1.9387 -0.6853 0.09
H -2.0387 2.0180 -1.9015 0.11
H -2.1915 1.8832 0.0723 0.06
H 1.8756 1.0240 1.0740 0.15
H 0.3088 1.7382 0.9450 0.13
H 1.6137 0.4480 -1.5100 0.18
H 1.8580 -1.4221 0.7892 0.18
H -1.2155 -2.6253 0.4408 -0.05
O 1.4642 1.4275 -1.0443 -0.18
S -1.1706 -0.2582 -0.9689 0.88
S -0.2362 -4.1508 1.7188 0.58
```

## Properties
* frontier orbital gap: 7.23 eV
* 2S+1: 1
* HOMO energy: -8.52 eV

---

Model x:
One molecule with the formula C5H8OS2, computed with ωB97M-V/def2-TZVPD.

Structure (XYZ):
```
16
Properties=species:S:1:pos:R:3:lowdin_charge:R:1
C -1.0753 2.4210 -1.2520 -0.31
C -1.5781 -0.1907 -0.0588 -1.31
C 0.6823 -0.7182 0.6043 -0.42
C 1.3523 -1.7558 -0.2502 -0.06
C 1.0062 -0.5410 1.9207 0.07
H -0.2816 2.5168 -0.5454 0.01
H -0.4794 2.3070 -2.2283 0.07
H -1.7561 3.2656 -1.4455 0.03
H 0.6568 -2.0866 -1.1826 0.13
H 2.3973 -1.1900 -0.7915 0.16
H 1.9332 -2.5347 0.2244 0.05
H 1.6135 -1.4652 2.1916 0.08
H 0.6934 0.2561 2.8182 0.14
O -0.3435 -0.0239 -0.0508 -0.15
S -2.3454 1.1430 -0.6665 0.92
S -2.4757 -1.4033 0.7125 0.59
```

## Properties
* SMILES: C=C(C)OC(=S)SC
* frontier orbital gap: 9.06 eV
* 2S+1: 1
* HOMO energy: -8.51 eV

---

Best to worst by energy: model x, model w.

---

Model w:
One molecule with the formula C5H10O4, computed with ωB97M-V/def2-TZVPD.

Structure (XYZ):
```
19
Properties=species:S:1:pos:R:3:lowdin_charge:R:1
C -0.4558 -0.2421 -0.3642 -0.46
C 0.9869 -0.2222 -0.3945 0.00
C -1.1341 -1.6012 -0.3982 -0.01
C 1.7598 0.7197 -1.2360 -0.03
C -0.5642 0.4683 1.2327 -0.64
O -1.0518 0.6647 -1.2500 0.00
O -0.8828 -0.5136 2.1506 0.07
O 1.0273 0.5864 1.3929 0.00
O -1.1927 1.5368 1.2038 0.01
H -1.4382 1.3591 -0.6795 0.10
H -1.6592 -0.1914 2.6279 0.12
H 1.2247 1.5329 1.4577 0.11
H 1.4912 -1.1287 -0.0751 0.15
H -1.1224 -1.9921 -1.4170 0.09
H -0.6462 -2.3050 0.2736 0.09
H -2.1722 -1.4869 -0.0879 0.10
H 2.7824 0.8381 -0.8813 0.09
H 1.7892 0.2946 -2.2475 0.11
H 1.2580 1.6824 -1.3078 0.10
```

## Properties
* frontier orbital gap: 9.24 eV
* 2S+1: 1
* HOMO energy: -9.22 eV

---

Model x:
C5H10O4 as an isolated structure, computed with ωB97M-V/def2-TZVPD.

Structure (XYZ):
```
19
Properties=species:S:1:pos:R:3:lowdin_charge:R:1
C -0.4283 -0.3262 1.5307 -0.07
C 2.1403 0.8717 0.5851 -0.07
C 0.7134 0.8938 0.1320 -0.29
C -0.1076 1.9523 0.2217 0.07
O 0.1169 -1.4685 1.3598 -0.02
H -0.0613 -1.8213 0.1929 0.13
H -1.4036 -0.1664 1.0653 0.10
H -0.2067 0.1956 2.4624 0.12
H 2.3585 -0.1116 1.0083 0.08
H 2.3402 1.6319 1.3408 0.08
H 2.8107 1.0326 -0.2607 0.09
H 0.1664 2.8411 0.7775 0.08
H -1.1024 1.8943 -0.1989 0.08
C -1.3400 -1.4127 -1.5897 -0.73
O -1.6522 -2.0723 -2.7294 0.11
O -0.2050 -1.7858 -1.0963 -0.02
O -2.0667 -0.5357 -1.1436 0.03
H -2.4799 -1.7031 -3.0667 0.12
H 0.4074 0.0905 -0.5913 0.11
```

## Properties
* frontier orbital gap: 9.14 eV
* 2S+1: 1
* HOMO energy: -9.83 eV

---

Best to worst by energy: model x, model w.

---

Model w:
A 2-piece molecular cluster, CH3NO3 overall, computed with ωB97M-V/def2-TZVPD.

Structure (XYZ):
```
8
Properties=species:S:1:pos:R:3:lowdin_charge:R:1
C -1.0697 0.0377 -0.1215 -0.36
N -1.1936 1.2281 0.0457 0.13
O 2.2675 -0.4495 -0.0013 -0.03
O -1.8649 -0.9937 -0.1163 0.07
O 1.4120 0.5793 -0.3064 -0.10
H -1.4514 -1.7710 -0.5236 0.12
H -0.3911 1.8505 0.0503 0.05
H 2.2912 -0.4814 0.9731 0.11
```

## Properties
* frontier orbital gap (spin up / spin down): 7.88 / 9.36 eV
* 2S+1: 3
* <S²>: 2.007
* HOMO energy (spin up / spin down): -7.36 / -10.73 eV

---

Model x:
A 2-piece molecular cluster, CH3NO3 overall, computed with ωB97M-V/def2-TZVPD.

Structure (XYZ):
```
8
Properties=species:S:1:pos:R:3:lowdin_charge:R:1
C 0.5772 -0.7583 -0.4509 -0.44
N -0.1356 0.3183 -0.4294 0.01
O 1.5111 -1.2101 0.1567 0.04
O 0.0458 1.4413 1.6856 0.03
O -1.2883 0.6242 -1.0133 0.07
H 0.3997 -1.4713 -1.3211 0.16
H 0.8201 1.0663 2.1275 0.02
H -1.9301 -0.0104 -0.7550 0.10
```

## Properties
* frontier orbital gap (spin up / spin down): 10.34 / 7.45 eV
* 2S+1: 3
* <S²>: 2.011
* HOMO energy (spin up / spin down): -9.79 / -9.98 eV

---

Best to worst by energy: model w, model x.

---

Model w:
A 2-piece molecular cluster, C3H4O2S overall, computed with ωB97M-V/def2-TZVPD.

Structure (XYZ):
```
10
Properties=species:S:1:pos:R:3:lowdin_charge:R:1
C -0.4810 -0.7528 -0.9145 -0.16
C 0.1805 -0.0607 -0.0360 -0.39
C 1.4063 0.1944 0.6575 -0.07
O -2.1162 1.4599 -0.7400 -0.31
O -2.5726 -0.2828 0.8691 -0.30
S -1.7014 0.2779 -0.0873 0.69
H 0.2636 -1.4777 -2.2282 0.21
H 2.2213 0.0145 -0.1301 0.12
H 1.5186 -0.5646 1.4612 0.10
H 1.2809 1.1918 1.1482 0.11
```

## Properties
* frontier orbital gap (spin up / spin down): 9.08 / 9.08 eV
* 2S+1: 1
* HOMO energy (spin up / spin down): -9.42 / -9.42 eV

---

Model x:
A 2-piece molecular cluster, C3H4O2S overall, computed with ωB97M-V/def2-TZVPD.

Structure (XYZ):
```
10
Properties=species:S:1:pos:R:3:lowdin_charge:R:1
C 1.0181 -0.2540 1.3592 -0.06
C 0.5669 -1.0994 0.4853 -0.02
C -0.3015 -0.3196 -1.2944 -0.14
O -1.7416 1.7593 -1.9724 -0.33
O -1.7980 1.0414 0.4018 -0.33
S -1.1478 1.0360 -0.8766 0.69
H 1.4550 -0.6105 2.2840 0.07
H 0.9865 0.8145 1.2390 0.06
H 0.5027 -2.1612 0.4198 0.05
H 0.4598 -0.2065 -2.0457 0.01
```

## Properties
* frontier orbital gap (spin up / spin down): 8.87 / 8.87 eV
* 2S+1: 1
* HOMO energy (spin up / spin down): -9.88 / -9.89 eV

---

Best to worst by energy: model x, model w.

---

Model w:
A 2-piece molecular cluster, C3H4O2S overall, computed with ωB97M-V/def2-TZVPD.

Structure (XYZ):
```
10
Properties=species:S:1:pos:R:3:lowdin_charge:R:1
C -0.8548 1.5181 -0.0421 0.02
C -0.9501 1.0563 -1.1986 -0.33
C 0.7835 -0.9758 0.0442 -0.41
O 1.2367 -1.8470 2.2007 -0.55
O -1.0463 0.3611 -2.1134 0.18
S 1.5553 -2.1427 0.7396 0.90
H -0.3841 0.8360 0.5533 0.01
H -1.4165 2.3341 0.2972 0.07
H 1.3628 -0.2777 -0.7345 0.10
H -0.2865 -0.8623 0.2535 0.03
```

## Properties
* frontier orbital gap (spin up / spin down): 8.11 / 8.11 eV
* 2S+1: 1
* HOMO energy (spin up / spin down): -9.45 / -9.46 eV

---

Model x:
One molecule with the formula C3H4O2S, computed with ωB97M-V/def2-TZVPD.

Structure (XYZ):
```
10
Properties=species:S:1:pos:R:3:lowdin_charge:R:1
C -1.2470 -0.2617 -0.3265 -0.59
C 0.0257 0.4115 -0.5574 -0.49
C 1.0115 0.5433 0.5948 -0.35
H 0.0022 -1.5248 0.2128 0.03
H 0.0130 1.1542 -1.3158 0.11
H 0.5486 0.1047 1.5412 0.11
H 1.6017 1.5062 0.8382 0.12
O -1.0562 -1.4337 0.2858 0.03
O -2.3565 0.1751 -0.5869 0.11
S 1.4568 -0.6748 -0.6863 0.92
```

## Properties
* SMILES: O=C(O)[C@H]1CS1
* frontier orbital gap: 10.48 eV
* 2S+1: 1
* HOMO energy: -10.11 eV

---

Best to worst by energy: model x, model w.